[1]
Formula: C5H10O
Source: OMol25
Level of theory: ωB97M-V/def2-TZVPD

Geometry as XYZ:
```
16
Properties=species:S:1:pos:R:3:forces:R:3:mulliken_charge:R:1
O -1.47341 0.65888 0.18565 0.7 0.2 -0.2 -0.283
C -0.96433 0.01576 -1.13954 -0.1 -0.6 -0.7 -0.935
C -0.23606 -1.21270 -0.66068 0.1 -0.3 -0.2 -0.414
C 0.81101 -0.86375 0.42112 -0.1 0.0 0.0 -0.718
C 1.15228 0.60984 0.27101 -0.2 0.0 0.0 -0.413
C -0.15813 1.41332 0.41864 -0.1 0.2 0.6 -0.346
H -1.83851 0.00396 0.84554 0.9 0.7 -0.2 0.405
H -1.86579 -0.22578 -1.69848 -0.2 -0.2 0.1 0.200
H -0.86318 -2.04136 -0.27283 0.0 0.0 -0.1 0.289
H 0.26313 -1.57937 -1.56270 0.0 -0.2 0.1 0.349
H 1.70260 -1.49895 0.36859 -0.2 0.1 0.0 0.336
H 0.39389 -1.00908 1.42897 0.0 -0.1 -0.2 0.227
H 1.86784 0.92705 1.04586 -0.3 0.0 -0.1 0.351
H 1.62576 0.77996 -0.70408 -0.4 0.1 0.2 0.306
H -0.27516 1.78334 1.43481 0.0 0.1 0.3 0.371
H -0.21459 2.21543 -0.31883 -0.2 -0.3 0.3 0.276
```
Forces are in eV/Å.

## Properties
Highest occupied orbital energy: -0.2446 Ha

---

[2]
Formula: C5H10O
Source: OMol25
Level of theory: ωB97M-V/def2-TZVPD

Geometry as XYZ:
```
16
Properties=species:S:1:pos:R:3:forces:R:3:mulliken_charge:R:1
C -1.80740 -0.68297 -0.14929 0.0 -0.1 0.1 -1.133
C -0.84489 0.41979 -0.57884 0.1 0.0 0.1 -0.610
C 0.58706 0.40295 -0.04555 -0.1 -0.1 0.3 1.169
C 0.81782 0.25658 1.42084 0.0 0.3 0.2 -1.382
C 1.65899 -0.08762 -0.91200 -0.6 -0.9 0.5 -0.857
O 1.34006 1.28793 -0.86747 0.1 0.3 -0.2 -0.492
H -1.91776 -0.72333 0.93850 0.0 0.0 -0.1 0.329
H -1.49385 -1.67288 -0.50133 0.0 0.2 0.1 0.291
H -2.80253 -0.49307 -0.56711 0.2 0.0 0.1 0.352
H -1.23113 1.39542 -0.25723 -0.1 -0.1 0.0 0.283
H -0.80370 0.47523 -1.67659 0.1 -0.1 0.3 0.390
H 0.34937 1.06495 1.97766 0.0 0.0 0.3 0.288
H 0.38246 -0.70735 1.72512 0.1 0.3 0.0 0.319
H 1.89301 0.20115 1.61357 -0.2 0.2 0.2 0.416
H 1.13079 -0.82488 -1.49836 0.8 0.3 -1.8 0.297
H 2.66529 -0.27885 -0.54748 -0.3 -0.4 0.0 0.338
```
Forces are in eV/Å.

## Properties
Highest occupied orbital energy: -0.3614 Ha
SMILES: CC[C@@]1(C)CO1

---

[3]
Formula: C5H10O
Source: OMol25
Level of theory: ωB97M-V/def2-TZVPD

Geometry as XYZ:
```
16
Properties=species:S:1:pos:R:3:forces:R:3:mulliken_charge:R:1
C 1.35710 -0.78112 -0.11379 0.0 0.1 0.0 -1.416
C 0.41986 0.24006 0.50811 0.2 -0.1 0.2 0.203
C 0.66211 1.70710 0.28840 0.1 0.1 0.0 -0.628
C -0.56573 1.05866 -0.27403 -0.3 0.0 -0.2 -0.750
C -2.45751 -1.24637 0.09961 0.7 -0.2 -0.1 -0.202
O -1.73350 -1.59218 -0.93852 -0.3 -0.1 -0.1 -0.271
H 1.01920 -1.82061 0.02389 0.0 0.2 0.0 0.425
H 1.51225 -0.60887 -1.18580 -0.1 0.0 0.2 0.354
H 2.33331 -0.71640 0.37731 -0.1 -0.1 -0.1 0.353
H 0.08938 -0.02953 1.50990 0.1 0.1 -0.1 0.417
H 0.55641 2.37818 1.13540 0.0 -0.1 -0.2 0.253
H 1.44426 1.97379 -0.41785 -0.1 0.0 0.1 0.253
H -1.52743 1.26296 0.19388 0.2 0.0 -0.1 0.319
H -0.63864 0.91294 -1.34922 0.1 0.0 0.2 0.244
H -1.70461 -1.11961 0.92573 -0.5 0.0 0.0 0.142
H -0.76647 -1.61900 -0.78302 -0.3 0.1 0.0 0.306
```
Forces are in eV/Å.

## Properties
Highest occupied orbital energy: -0.3201 Ha

---

[4]
Formula: C5H10O
Source: OMol25
Level of theory: ωB97M-V/def2-TZVPD

Geometry as XYZ:
```
16
Properties=species:S:1:pos:R:3:forces:R:3:mulliken_charge:R:1
C -1.76738 -0.56983 -1.10531 0.0 0.0 0.0 -1.112
C -0.90239 -0.69470 0.14816 -0.1 -0.1 0.0 -0.471
C 0.81860 0.16360 1.41364 0.1 0.0 -0.4 -0.453
C 2.17179 0.14662 0.81981 0.0 -0.1 0.0 -0.762
C -0.23190 0.67759 0.52385 -0.1 0.0 0.3 0.103
O 0.08505 1.47740 -0.60893 0.2 -0.1 -0.1 -0.552
H -1.17318 -0.29410 -1.98092 -0.1 0.0 0.1 0.282
H -2.54338 0.19160 -0.97810 0.1 -0.1 0.0 0.307
H -2.25163 -1.52874 -1.31646 0.1 0.1 0.0 0.364
H -1.49670 -1.02804 1.00302 0.1 0.1 -0.1 0.332
H -0.14240 -1.47279 -0.01794 0.0 0.1 0.0 0.327
H 2.57140 1.09260 1.23092 0.0 0.0 0.0 0.316
H 2.80664 -0.64877 1.22115 -0.1 0.2 0.0 0.295
H 2.29335 0.20664 -0.27480 0.0 0.0 0.2 0.275
H -0.97393 1.26861 1.07123 0.1 -0.1 -0.1 0.432
H 0.73607 1.01233 -1.14933 -0.1 0.1 0.0 0.317
```
Forces are in eV/Å.

## Properties
Highest occupied orbital energy: -0.3083 Ha

---

[5]
Formula: C5H10O
Source: OMol25
Level of theory: ωB97M-V/def2-TZVPD

Geometry as XYZ:
```
16
Properties=species:S:1:pos:R:3:forces:R:3:mulliken_charge:R:1
C -1.48127 1.14255 0.22539 0.0 0.0 0.1 -1.382
C -0.83231 0.25094 -0.82302 -0.3 0.4 -0.2 0.312
C 0.68284 0.44988 -0.96598 0.0 0.1 0.0 -0.729
C 0.76297 -0.94417 -0.29991 0.2 -0.1 0.1 0.344
C 1.04346 -1.05205 1.20091 0.1 0.0 0.0 -1.288
O -0.65828 -1.12810 -0.46084 -0.2 -0.1 -0.2 -0.509
H -2.41056 0.71765 0.61677 0.1 0.0 -0.1 0.305
H -0.80609 1.33886 1.06585 -0.1 -0.1 -0.1 0.319
H -1.71405 2.10614 -0.24400 0.0 -0.1 0.1 0.374
H -1.41643 0.28701 -1.74438 0.1 0.2 -0.1 0.405
H 1.01673 0.47076 -2.00996 0.0 -0.1 0.3 0.254
H 1.11027 1.30035 -0.42516 -0.1 -0.2 0.0 0.274
H 1.33167 -1.66942 -0.90644 -0.2 0.1 0.4 0.351
H 1.79544 -0.35074 1.56705 0.1 -0.1 -0.1 0.297
H 0.10005 -0.86170 1.73379 0.4 0.1 -0.2 0.345
H 1.34817 -2.06974 1.45962 0.0 0.1 0.0 0.329
```
Forces are in eV/Å.

## Properties
Highest occupied orbital energy: -0.3488 Ha
SMILES: C[C@@H]1C[C@H](C)O1

---

[6]
Formula: C5H10O
Source: OMol25
Level of theory: ωB97M-V/def2-TZVPD

Geometry as XYZ:
```
16
Properties=species:S:1:pos:R:3:forces:R:3:mulliken_charge:R:1
C -2.39378 0.40792 -0.08142 -0.1 0.1 0.0 -1.315
C -1.05406 -0.34532 -0.10954 0.1 -0.1 0.0 -0.158
C 0.05416 0.66620 -0.01224 -0.3 0.1 0.0 -0.578
C 1.76725 -1.02210 0.36385 0.2 0.0 -0.1 -1.004
C 2.55992 0.05291 -0.01972 -0.1 0.0 0.0 0.304
O 2.06603 1.05201 -0.60269 0.0 -0.2 0.1 -0.540
H -3.22685 -0.29871 -0.15376 0.1 0.1 0.0 0.358
H -2.51333 0.97399 0.84885 0.0 -0.1 -0.1 0.346
H -2.47389 1.11008 -0.91850 0.0 -0.1 0.1 0.364
H -0.99194 -1.06491 0.71118 0.0 0.1 -0.1 0.341
H -0.98305 -0.90756 -1.04785 0.0 0.1 0.1 0.310
H -0.01038 1.43337 -0.77659 0.1 -0.1 0.1 0.302
H 0.29026 1.04632 0.97425 0.0 -0.1 -0.1 0.364
H 1.13364 -1.41356 -0.42572 0.0 0.1 0.1 0.261
H 2.13196 -1.76344 1.07428 0.0 0.1 -0.1 0.284
H 3.64406 0.07280 0.17562 -0.1 0.0 0.0 0.362
```
Forces are in eV/Å.

## Properties
Highest occupied orbital energy (alpha / beta): -0.2917 / -0.2917 Ha

---

[7]
Formula: C5H10O
Source: OMol25
Level of theory: ωB97M-V/def2-TZVPD

Geometry as XYZ:
```
16
Properties=species:S:1:pos:R:3:forces:R:3:mulliken_charge:R:1
C 2.66705 -0.08905 0.12657 0.2 0.0 1.0 -0.549
O 1.49537 0.31686 -0.49724 0.0 -0.2 -0.3 -0.308
C 0.44887 -0.06537 0.33207 0.0 0.1 1.3 -0.367
C -0.82770 0.58264 -0.19480 0.2 0.1 0.5 -0.082
C -2.13855 0.18550 0.41190 -0.1 0.0 0.3 -0.566
C -1.88286 -0.13480 -1.02792 0.2 -0.1 0.0 -0.596
H 2.45146 0.15006 1.26904 1.7 -0.1 -1.9 0.262
H 2.79800 -1.18436 0.08653 0.0 0.2 0.0 0.256
H 3.48934 0.38700 -0.43446 -0.1 -0.1 0.9 0.222
H 0.35120 -1.16722 0.37537 -0.1 0.1 -0.2 0.271
H 0.92812 0.17245 1.45258 -2.4 0.0 -2.1 0.160
H -0.70124 1.63308 -0.45750 0.0 -0.2 0.2 0.330
H -2.84684 0.96587 0.66769 0.0 -0.1 -0.1 0.254
H -2.10546 -0.64521 1.11168 0.0 0.1 -0.1 0.238
H -1.74371 -1.17207 -1.32081 0.1 0.1 0.2 0.238
H -2.43162 0.44452 -1.77201 0.4 0.0 0.2 0.238
```
Forces are in eV/Å.

## Properties
Highest occupied orbital energy: -0.3610 Ha
SMILES: COCC1CC1

---

[8]
Formula: C5H10O
Source: OMol25
Level of theory: ωB97M-V/def2-TZVPD

Geometry as XYZ:
```
16
Properties=species:S:1:pos:R:3:forces:R:3:mulliken_charge:R:1
C -0.10386 1.62067 1.15354 0.0 0.0 0.0 -1.176
C -1.13185 0.95583 0.25002 -0.2 0.2 0.1 -0.121
C 0.17297 -1.17497 0.10598 0.2 -0.2 -0.3 -0.170
C 1.60809 -1.20848 -0.32042 0.1 -0.1 0.0 -0.851
C -0.77273 -1.18247 -1.02508 -0.1 0.0 0.0 -0.360
O -0.43145 0.21770 -0.77481 0.1 0.1 0.1 -0.178
H 0.70737 2.05284 0.55682 -0.2 0.0 0.0 0.286
H 0.33555 0.88984 1.83618 -0.1 0.1 -0.1 0.300
H -0.56750 2.42515 1.73360 0.0 -0.1 -0.1 0.392
H -1.74911 1.69908 -0.26135 0.0 0.0 -0.1 0.337
H -1.77669 0.26922 0.80414 0.1 0.1 0.0 0.274
H 2.17936 -0.44466 0.22167 -0.1 -0.2 -0.1 0.224
H 1.98433 -2.17617 0.03034 0.1 0.0 -0.1 0.350
H 1.82714 -1.10475 -1.39755 -0.1 -0.1 0.1 0.275
H -1.83357 -1.40788 -0.86802 0.3 0.1 0.1 0.240
H -0.44805 -1.43094 -2.04506 0.0 0.1 0.2 0.179
```
Forces are in eV/Å.

## Properties
Highest occupied orbital energy: -0.2858 Ha